{
  "formula": "C5H14NS2",
  "method": "wB97M-V/def2-TZVPD",
  "symbols": ["C", "C", "C", "C", "C", "N", "S", "S", "H", "H", "H", "H", "H", "H", "H", "H", "H", "H", "H", "H", "H", "H"],
  "positions_angstrom": [[-2.37541, -1.18869, 0.81186], [0.70023, -0.61438, 0.53088], [-0.75942, 1.21290, 1.27662], [3.21201, 0.39484, -1.84305], [-1.71412, -0.29383, -0.30375], [-0.41474, 0.26729, 0.13379], [1.44411, 0.30200, -2.25796], [0.33853, 1.50914, -1.20143], [-1.71482, -1.82512, 1.25960], [-2.74599, -0.48109, 1.60266], [-3.35488, -1.71721, 0.56070], [1.13542, -0.98680, -0.40772], [1.53513, -0.15454, 1.02396], [0.63003, -1.50836, 1.02137], [-1.05302, 2.19365, 0.83723], [-1.54219, 0.78506, 1.90210], [0.15556, 1.35568, 1.84897], [3.85852, 0.18613, -2.64828], [3.40615, -0.33351, -1.03169], [3.56593, 1.33819, -1.48063], [-2.47629, 0.45310, -0.44151], [-1.83073, -0.89444, -1.19373]],
  "forces_ev_per_angstrom": [[-2.839, 2.709, -0.086], [1.219, 0.391, -2.774], [0.588, 0.747, -0.450], [-0.368, -0.446, 2.500], [-2.268, -2.330, 0.867], [0.168, 1.177, 1.331], [0.407, 0.204, -1.752], [-0.142, -0.647, 0.482], [1.664, -1.963, 1.033], [0.354, -0.874, -0.466], [1.649, 0.573, -0.456], [-0.130, 0.121, 0.072], [-0.102, 1.227, 0.223], [-1.924, -2.136, 1.733], [-0.080, -0.749, 0.394], [0.303, 0.259, -0.178], [-0.177, 0.103, 0.036], [0.114, -0.607, -1.466], [-0.009, 0.248, -0.504], [-0.392, 0.839, 0.262], [0.459, 1.129, -0.158], [1.506, 0.025, -0.640]],
  "smiles": "CC[N+](C)(C)SSC",
  "energy_ha": -1049.7130,
  "spin_multiplicity": 1,
  "orbital_gap_ev": 9.51,
  "total_charge": 1
}

{
  "formula": "C5H14O",
  "method": "wB97M-V/def2-TZVPD",
  "symbols": ["C", "C", "C", "O", "H", "H", "H", "H", "H", "H", "H", "H", "C", "C", "H", "H", "H", "H", "H", "H"],
  "positions_angstrom": [[0.68340, 1.56487, 0.61388], [0.19411, 0.98788, -0.69845], [0.48209, 3.09824, 0.71154], [0.05264, 0.77157, 1.58034], [1.72985, 1.27119, 0.80626], [-0.76187, 0.48354, -0.62779], [-0.51702, 3.29149, 0.95341], [1.05968, 3.48491, 1.62258], [0.69613, 3.63361, -0.20875], [-0.98244, 0.80541, 1.48162], [0.71107, 0.02041, -1.05668], [0.12957, 1.73683, -1.41777], [-1.31304, -2.79464, -1.02663], [0.12933, -3.33200, -0.90212], [-1.84346, -2.32041, -0.26346], [-1.40802, -2.00120, -1.79513], [-2.00218, -3.53337, -1.41543], [0.89699, -2.72010, -0.41076], [0.20440, -4.29240, -0.60097], [0.61080, -3.17860, -1.89922]],
  "forces_ev_per_angstrom": [[0.239, -0.772, -0.700], [0.848, -2.642, -0.344], [1.782, -0.782, 1.731], [-3.355, 0.132, 1.735], [-0.145, 0.587, -0.440], [-0.843, 0.667, 0.518], [-1.817, 0.248, 0.244], [-0.526, -0.316, -1.523], [0.440, -0.041, 0.051], [3.065, 0.091, 0.130], [0.213, 1.880, 0.380], [0.092, 0.920, -1.788], [0.434, 0.340, -2.132], [0.438, 4.221, -2.243], [-0.208, 0.336, 2.195], [0.599, -0.325, 0.044], [0.071, -0.597, 0.010], [-0.830, 0.092, 1.003], [0.188, -3.076, 0.956], [-0.687, -0.963, 0.172]],
  "smiles": "CC(C)O.CC",
  "energy_ha": -274.0739,
  "spin_multiplicity": 1,
  "orbital_gap_ev": 11.00
}